[1]
{
  "formula": "C18H17AsCuN4O6S4",
  "method": "ωB97M-V/def2-TZVPD",
  "symbols": ["Cu", "C", "C", "N", "C", "C", "N", "C", "O", "O", "C", "O", "O", "H", "H", "H", "H", "H", "O", "C", "C", "C", "C", "N", "C", "C", "C", "C", "C", "C", "O", "C", "C", "N", "H", "H", "H", "H", "H", "H", "H", "H", "H", "H", "H", "H", "S", "As", "S", "S", "S"],
  "coordinates": [[-0.06, -0.49, 0.11], [-2.07, -0.27, 3.58], [-0.60, -0.09, 3.48], [0.07, -0.06, 2.35], [1.39, 0.00, 2.66], [1.55, 0.07, 4.02], [0.26, 0.00, 4.53], [2.68, 0.22, 4.96], [3.88, 0.31, 4.43], [2.48, 0.25, 6.16], [2.43, -0.07, 1.58], [3.62, 0.15, 1.92], [2.00, -0.33, 0.44], [-2.50, -0.08, 2.59], [-2.51, 0.39, 4.33], [-2.31, -1.31, 3.81], [0.06, -0.02, 5.51], [3.82, 0.28, 3.39], [-0.30, 2.30, -6.60], [-0.33, 0.91, -6.31], [-0.10, 0.67, -4.84], [-0.05, -0.63, -4.37], [0.13, -0.85, -3.02], [0.25, 0.15, -2.16], [0.17, 1.40, -2.59], [0.01, 1.71, -3.94], [0.16, 2.44, -1.52], [0.17, 3.81, -1.79], [0.10, 4.71, -0.74], [0.15, 6.19, -1.00], [1.40, 6.60, -1.55], [0.02, 4.22, 0.55], [0.03, 2.84, 0.74], [0.11, 1.98, -0.27], [-0.46, 2.41, -7.54], [0.45, 0.38, -6.88], [-1.30, 0.48, -6.59], [-0.19, -1.48, -5.04], [0.12, -1.85, -2.59], [-0.07, 2.73, -4.29], [0.23, 4.18, -2.80], [-0.06, 6.74, -0.08], [-0.60, 6.47, -1.74], [2.09, 6.06, -1.14], [-0.04, 4.88, 1.41], [-0.03, 2.40, 1.73], [-2.76, -3.25, -2.25], [-2.35, -2.56, -0.28], [-2.30, -0.28, -0.29], [-0.21, -2.86, 0.17], [-3.62, -3.18, 1.32]],
  "nbo_charge": [1.1987, -0.6839, 0.4086, -0.5159, 0.0063, -0.0121, -0.5106, 0.7602, -0.6926, -0.6613, 0.7722, -0.7367, -0.7288, 0.2945, 0.1952, 0.2606, 0.4277, 0.5099, -0.7227, -0.0800, -0.0106, -0.2413, 0.0855, -0.4535, 0.2529, -0.2726, 0.1594, -0.1954, -0.0455, -0.0799, -0.7205, -0.2605, 0.0681, -0.4051, 0.4648, 0.1659, 0.1769, 0.2147, 0.2557, 0.2194, 0.2077, 0.1594, 0.1813, 0.4711, 0.2075, 0.2128, -0.8435, 0.9826, -0.8176, -0.7976, -0.8312],
  "e_tot_ev": -186013.0513,
  "orbital_gap_ev": [4.78, 4.77],
  "spin_multiplicity": 2,
  "total_charge": -2,
  "lumo_energy_ev": [3.58, 3.58],
  "s2": 0.755,
  "fmax_ev_per_a": 0.57
}



[2]
{
  "formula": "C18H17AsO8P2RuS3Sb",
  "method": "ωB97M-V/def2-TZVPD",
  "symbols": ["Ru", "O", "P", "O", "O", "O", "P", "O", "O", "O", "H", "H", "S", "Sb", "S", "S", "O", "As", "C", "C", "C", "C", "C", "C", "C", "C", "C", "C", "C", "C", "C", "C", "C", "C", "C", "C", "H", "H", "H", "H", "H", "H", "H", "H", "H", "H", "H", "H", "H", "H", "H"],
  "coordinates": [[-0.17, 0.44, -0.08], [-2.67, 1.71, 1.47], [-1.51, 2.70, 0.96], [-1.74, 4.05, 1.49], [-1.23, 2.34, -0.50], [-0.21, 1.97, 1.75], [1.31, 2.41, 1.25], [2.12, 1.47, 2.31], [1.64, 3.82, 1.46], [1.48, 1.74, -0.10], [-3.17, 2.16, 2.17], [2.10, 1.90, 3.18], [0.24, -4.26, -0.06], [-0.95, -2.65, -1.10], [-1.75, -1.00, 0.52], [0.32, -0.69, -1.97], [1.44, -1.00, 0.70], [3.07, -0.81, 1.00], [3.35, -1.24, 2.86], [4.25, -0.64, 3.73], [4.33, -1.07, 5.04], [3.52, -2.11, 5.49], [2.62, -2.71, 4.61], [2.53, -2.28, 3.30], [4.16, 0.59, 0.24], [4.87, 1.54, 0.95], [5.62, 2.49, 0.26], [5.66, 2.47, -1.13], [4.95, 1.51, -1.84], [4.21, 0.56, -1.16], [4.01, -2.28, 0.17], [5.38, -2.43, 0.43], [6.09, -3.46, -0.17], [5.44, -4.33, -1.04], [4.08, -4.18, -1.30], [3.37, -3.15, -0.70], [4.90, 0.16, 3.39], [5.04, -0.60, 5.72], [3.58, -2.44, 6.52], [1.98, -3.52, 4.96], [1.83, -2.73, 2.61], [4.82, 1.58, 2.03], [6.17, 3.24, 0.81], [6.24, 3.22, -1.66], [4.96, 1.50, -2.92], [3.64, -0.18, -1.70], [5.88, -1.74, 1.09], [7.15, -3.57, 0.03], [6.00, -5.14, -1.51], [3.57, -4.86, -1.97], [2.32, -3.02, -0.89]],
  "nbo_charge": [0.7383, -1.0067, 2.5051, -1.1039, -1.0310, -1.0714, 2.5185, -1.0274, -1.0919, -1.0628, 0.5069, 0.5115, -0.8413, 0.9486, -0.2460, -0.3609, -1.1000, 2.0115, -0.3011, -0.1629, -0.2435, -0.2107, -0.1932, -0.2224, -0.3879, -0.1927, -0.2104, -0.1986, -0.2095, -0.1238, -0.4145, -0.1512, -0.2412, -0.2107, -0.1957, -0.1984, 0.2004, 0.2096, 0.2092, 0.2166, 0.2598, 0.2134, 0.2123, 0.2097, 0.2135, 0.2275, 0.2026, 0.2067, 0.2059, 0.2179, 0.2662],
  "e_tot_ev": -156372.8259,
  "orbital_gap_ev": [5.78, 5.18],
  "spin_multiplicity": 1,
  "total_charge": -1,
  "lumo_energy_ev": [0.97, 0.55],
  "fmax_ev_per_a": 1.60
}



[3]
{
  "formula": "C18H17BClHfN10O8",
  "method": "ωB97M-V/def2-TZVPD",
  "symbols": ["Hf", "N", "N", "C", "O", "O", "H", "H", "H", "O", "C", "O", "C", "C", "N", "N", "C", "C", "O", "O", "H", "H", "H", "Cl", "C", "C", "C", "C", "N", "C", "H", "H", "H", "H", "O", "B", "O", "C", "C", "C", "C", "C", "C", "H", "H", "H", "H", "N", "N", "N", "C", "N", "N", "H", "H", "H"],
  "coordinates": [[0.08, -0.31, -0.20], [-1.70, -1.61, 0.54], [-1.23, -2.95, 0.44], [-0.41, -3.22, -0.67], [-0.13, -4.34, -0.96], [0.01, -2.10, -1.26], [-1.96, -1.41, 1.51], [-2.50, -1.44, -0.07], [-1.89, -3.67, 0.67], [-2.37, 4.48, -3.08], [-1.55, 4.91, -2.13], [-1.26, 6.07, -1.99], [-0.83, 3.88, -1.32], [0.11, 4.20, -0.36], [0.56, 3.06, 0.17], [-0.04, 2.00, -0.39], [-0.89, 2.48, -1.29], [-1.71, 1.45, -1.98], [-2.52, 1.73, -2.83], [-1.46, 0.24, -1.53], [-2.45, 3.50, -3.10], [0.46, 5.17, -0.04], [1.21, 2.92, 0.93], [4.59, -4.02, -0.84], [3.61, -3.20, 0.32], [3.74, -3.45, 1.68], [2.92, -2.76, 2.55], [2.01, -1.86, 2.05], [1.87, -1.63, 0.73], [2.66, -2.30, -0.11], [4.47, -4.17, 2.03], [2.99, -2.92, 3.62], [1.37, -1.30, 2.71], [2.52, -2.14, -1.17], [-1.24, 0.34, 2.90], [-0.11, 0.50, 2.09], [0.83, 1.32, 2.75], [0.25, 1.65, 3.97], [0.76, 2.43, 4.98], [-0.04, 2.60, 6.10], [-1.30, 2.00, 6.19], [-1.80, 1.21, 5.16], [-0.99, 1.06, 4.06], [1.74, 2.89, 4.90], [0.31, 3.21, 6.92], [-1.90, 2.16, 7.08], [-2.78, 0.75, 5.21], [1.12, -0.71, -4.06], [1.95, -0.07, -3.16], [3.09, 0.47, -3.47], [3.46, 1.01, -2.30], [2.55, 0.81, -1.35], [1.59, 0.13, -1.94], [1.70, -1.10, -4.80], [0.59, -1.42, -3.55], [4.39, 1.54, -2.16]],
  "nbo_charge": [2.2963, -0.7005, -0.5061, 0.8793, -0.5863, -0.8854, 0.4243, 0.4086, 0.4078, -0.6525, 0.7780, -0.5501, -0.2299, 0.0629, -0.2873, -0.3836, 0.0701, 0.7936, -0.5679, -0.8341, 0.5109, 0.2666, 0.4505, 0.0695, -0.0650, -0.1364, -0.2268, 0.0796, -0.5640, 0.0505, 0.2529, 0.2481, 0.2214, 0.2240, -0.6751, 0.3611, -0.6962, 0.2547, -0.2614, -0.1991, -0.2028, -0.2252, 0.1979, 0.2327, 0.2295, 0.2300, 0.2348, -0.5767, 0.2317, -0.2085, 0.1360, -0.2496, -0.2011, 0.4081, 0.4177, 0.2428],
  "e_tot_ev": -64727.6351,
  "orbital_gap_ev": 7.91,
  "spin_multiplicity": 1,
  "total_charge": 1,
  "lumo_energy_ev": -3.70,
  "fmax_ev_per_a": 0.89
}



[4]
{
  "formula": "C18H17BrO2S",
  "method": "ωB97M-V/def2-TZVPD",
  "symbols": ["Br", "C", "S", "C", "C", "C", "C", "C", "C", "O", "O", "H", "H", "H", "H", "H", "H", "C", "C", "C", "C", "C", "C", "C", "C", "C", "C", "C", "H", "H", "H", "H", "H", "H", "H", "H", "H", "H", "H"],
  "coordinates": [[0.11, -2.93, 0.03], [0.60, -1.71, 1.38], [2.14, -0.97, 1.04], [2.13, -0.20, -0.60], [2.34, -1.08, -1.66], [2.17, -0.66, -2.97], [1.84, 0.67, -3.24], [1.47, 1.50, -2.18], [1.61, 1.07, -0.86], [2.22, 0.11, 1.98], [3.22, -1.92, 0.92], [-0.09, -0.82, 1.29], [2.54, -2.12, -1.43], [2.25, -1.39, -3.79], [1.81, 1.03, -4.26], [0.99, 2.46, -2.41], [1.25, 1.67, -0.03], [-0.28, -3.33, 3.03], [-1.60, -2.48, 3.24], [-1.09, -1.22, 3.92], [0.28, -1.20, 3.96], [0.84, -2.31, 3.22], [2.19, -2.77, 3.50], [3.19, -1.90, 4.01], [4.40, -2.38, 4.49], [4.67, -3.75, 4.43], [3.77, -4.61, 3.81], [2.55, -4.12, 3.34], [-0.27, -4.14, 3.82], [-0.28, -3.83, 2.02], [-2.12, -2.29, 2.28], [-2.27, -3.02, 3.95], [-1.73, -0.40, 4.26], [0.88, -0.45, 4.45], [3.01, -0.83, 3.97], [5.13, -1.70, 4.92], [5.58, -4.16, 4.89], [4.00, -5.67, 3.70], [1.86, -4.78, 2.83]],
  "nbo_charge": [0.0997, -0.6417, 2.1672, -0.3165, -0.1845, -0.2160, -0.1826, -0.2195, -0.1898, -0.9658, -0.9359, 0.2554, 0.2439, 0.2202, 0.2174, 0.2202, 0.2351, -0.4492, -0.4571, -0.1394, -0.2377, 0.0767, -0.1208, -0.1716, -0.2031, -0.1948, -0.2361, -0.1164, 0.2228, 0.2302, 0.2200, 0.2291, 0.2183, 0.2367, 0.2358, 0.2170, 0.2139, 0.2150, 0.2041],
  "e_tot_ev": -103911.6388,
  "orbital_gap_ev": 8.76,
  "spin_multiplicity": 1,
  "lumo_energy_ev": 0.13,
  "fmax_ev_per_a": 3.78
}



[5]
{
  "formula": "C18H17Cl2N3O3",
  "method": "ωB97M-V/def2-TZVPD",
  "symbols": ["C", "C", "O", "C", "O", "N", "C", "C", "N", "C", "C", "C", "C", "N", "C", "C", "C", "C", "C", "Cl", "C", "C", "Cl", "C", "C", "O", "H", "H", "H", "H", "H", "H", "H", "H", "H", "H", "H", "H", "H", "H", "H", "H", "H"],
  "coordinates": [[2.19, -2.52, -5.35], [0.97, -1.67, -5.68], [0.28, -1.48, -4.42], [0.61, -0.42, -3.64], [1.33, 0.49, -3.98], [0.12, -0.40, -2.35], [-0.58, -1.47, -1.77], [-0.85, -1.23, -0.45], [-1.54, -2.02, 0.52], [-1.58, -1.61, 1.86], [-2.30, -2.58, 2.80], [-1.08, -0.38, 2.27], [-1.19, 0.15, 3.68], [-2.54, 0.70, 3.79], [-0.37, 0.43, 1.24], [0.33, 1.67, 1.56], [1.74, 1.60, 1.79], [2.50, 2.77, 1.96], [1.87, 4.03, 1.89], [2.94, 5.42, 1.95], [0.47, 4.09, 1.77], [-0.28, 2.95, 1.57], [-1.98, 3.11, 1.23], [-0.26, 0.03, -0.09], [0.35, 0.51, -1.34], [0.99, 1.57, -1.41], [2.01, -3.30, -4.61], [2.58, -3.01, -6.29], [2.94, -1.88, -4.92], [1.26, -0.70, -6.07], [0.29, -2.17, -6.35], [-0.79, -2.37, -2.35], [-1.82, -2.95, 0.25], [-3.41, -2.62, 2.54], [-1.90, -3.62, 2.75], [-2.25, -2.28, 3.88], [-0.41, 0.91, 3.80], [-1.01, -0.62, 4.45], [-2.68, 1.43, 3.11], [-2.72, 1.03, 4.74], [2.22, 0.64, 1.84], [3.58, 2.71, 2.08], [-0.02, 5.07, 1.76]],
  "nbo_charge": [-0.6371, -0.0676, -0.5245, 0.9056, -0.5839, -0.4669, -0.1534, 0.1314, -0.5466, 0.3113, -0.6662, -0.1794, -0.2379, -0.8477, 0.1839, -0.1002, -0.1622, -0.2255, 0.0060, 0.0032, -0.2590, -0.0081, 0.0154, -0.2058, 0.6514, -0.5525, 0.2176, 0.2137, 0.2214, 0.2133, 0.1906, 0.2252, 0.4100, 0.2417, 0.2233, 0.2423, 0.1896, 0.1979, 0.3706, 0.3591, 0.2243, 0.2327, 0.2430],
  "e_tot_ev": -54599.1134,
  "orbital_gap_ev": 6.80,
  "spin_multiplicity": 1,
  "smiles": "CCOC(=O)n1cc2[nH]c(C)c(CN)c(-c3ccc(Cl)cc3Cl)c-2c1=O",
  "lumo_energy_ev": -0.20,
  "fmax_ev_per_a": 4.56
}